(1)
Molecular formula: C38H43ClN6O6PbS2Si4
Method: DFT, ωB97M-V with the def2-TZVPD basis set

Structure (XYZ):
```
101
Properties=species:S:1:pos:R:3:forces:R:3:mulliken_charge:R:1
Pb -1.0085 -0.0254 0.1021 0.0 -0.1 0.0 1.14
O -5.5617 0.3834 -4.6770 0.2 -0.2 -0.1 -0.58
C -5.8090 1.3827 -3.8703 0.0 0.2 0.1 0.43
O -6.8191 2.0547 -3.9521 0.0 -0.1 0.0 -0.68
C -4.7642 1.6935 -2.8492 0.1 -0.1 -0.1 -0.02
C -4.7100 2.8504 -2.1024 0.0 -0.1 0.1 0.05
Cl -5.8151 4.1467 -2.0265 0.1 0.0 0.0 -0.18
N -3.6189 2.7912 -1.3055 0.0 0.0 0.0 0.62
N -2.9709 1.6163 -1.4710 -0.1 0.0 0.0 -0.11
C -3.6355 0.9498 -2.3976 0.0 -0.1 0.0 0.20
C -3.1440 -0.4448 -2.8015 0.2 0.1 0.0 0.28
O -3.4970 -0.8350 -3.9474 -0.2 0.1 0.1 -0.90
O -2.4306 -1.0493 -1.9849 -0.2 0.2 -0.2 -0.41
C -3.0725 3.7874 -0.4408 0.0 0.1 0.0 -0.83
C -2.6121 3.4126 0.8098 -0.1 0.0 0.0 1.06
C -2.0268 4.3536 1.6398 0.0 0.0 0.0 -0.53
C -1.9144 5.6720 1.2252 0.0 0.0 0.0 -0.76
C -2.3714 6.0405 -0.0327 0.0 0.0 0.0 -0.71
C -2.9412 5.0994 -0.8761 0.0 -0.1 0.0 -0.32
H -4.6623 -0.0942 -4.4441 -0.1 -0.1 0.1 0.47
H -2.7052 2.3844 1.1247 0.0 0.0 0.0 0.12
H -1.6480 4.0429 2.6053 0.0 0.0 0.0 0.44
H -1.4532 6.4071 1.8731 0.0 0.0 0.0 0.39
H -2.2639 7.0631 -0.3741 0.0 0.0 0.0 0.37
H -3.2595 5.3748 -1.8702 0.0 0.0 0.0 0.49
O -0.7979 0.8781 4.5044 -0.1 -0.1 -0.2 -0.80
C -1.1457 0.5511 3.3694 0.1 0.0 -0.1 0.05
O -0.4276 0.0778 2.4310 -0.1 0.2 0.3 0.09
C -2.6337 0.7539 3.0234 -0.1 -0.1 0.0 0.40
C -3.4353 1.5754 3.8541 0.0 0.0 0.0 -0.72
C -4.7237 1.8224 3.4919 0.0 0.0 0.0 -0.88
C -5.2571 1.2197 2.3262 0.0 0.0 0.0 1.17
C -6.5728 1.4472 1.8584 0.0 0.0 0.0 -0.85
C -7.0127 0.8404 0.7159 0.0 0.0 0.0 -0.76
C -6.1684 -0.0394 0.0007 0.0 0.0 0.0 -0.51
C -4.8936 -0.2799 0.4300 0.0 0.0 0.0 -0.39
C -4.4073 0.3666 1.5911 0.0 0.0 0.0 -0.09
N -3.1020 0.1805 1.9426 0.0 0.0 0.1 0.08
H -2.9765 1.9957 4.7383 0.0 0.0 0.0 0.52
H -5.3553 2.4789 4.0814 0.0 0.0 0.0 0.37
H -7.2199 2.1161 2.4164 0.0 0.0 0.0 0.38
H -8.0142 1.0302 0.3498 0.0 0.0 0.0 0.38
H -6.5360 -0.5181 -0.8983 0.0 0.0 0.0 0.48
H -4.2280 -0.9531 -0.1008 0.0 0.0 0.0 0.55
S 1.4427 -0.5844 -1.4626 0.0 0.1 -0.1 -0.38
C 2.1647 1.0110 -1.8375 -0.1 0.0 0.0 -0.34
C 3.1065 1.0701 -2.8607 0.0 0.0 -0.1 -0.41
C 3.6782 2.2659 -3.2588 0.0 0.0 0.0 -0.71
C 3.2778 3.4378 -2.6260 0.0 0.0 0.0 -0.57
C 2.3245 3.3938 -1.6269 0.0 0.0 -0.1 -0.45
C 1.7315 2.1903 -1.1962 0.0 0.0 -0.1 0.21
S 0.5833 2.2822 0.1143 0.1 0.0 0.0 -0.36
H 3.3885 0.1512 -3.3558 -0.1 0.1 0.0 0.41
H 4.4112 2.2802 -4.0563 0.0 0.0 0.0 0.37
H 3.7042 4.3918 -2.9165 0.0 0.0 0.0 0.32
H 2.0061 4.3061 -1.1378 0.0 0.0 0.0 0.46
N -0.2178 -2.7177 0.3954 -0.5 0.1 -0.2 -0.71
C -1.2808 -3.2154 0.4606 0.0 0.0 0.0 0.68
N -2.4366 -3.7816 0.4356 0.0 0.1 0.3 -0.83
C -3.2133 -3.7110 1.5119 0.1 -0.1 0.0 0.60
N -3.9531 -3.7288 2.4068 0.1 0.0 -0.2 -0.71
C 5.8863 -1.0679 1.4036 0.1 0.0 0.0 -1.21
Si 4.2142 -0.2400 1.1009 -0.1 0.1 0.0 0.53
C 4.6622 1.4254 0.3581 0.0 0.0 0.0 -0.94
C 3.3030 0.0694 2.7123 0.0 0.0 0.0 -0.67
Si 2.8954 -1.6771 -0.2214 0.1 -0.1 0.1 0.66
Si 1.9383 -3.2571 1.2462 0.7 -0.3 0.4 1.46
C 3.6377 -3.7707 2.0650 0.0 0.0 0.0 -1.65
C 1.5268 -4.9261 0.4463 -0.1 0.0 0.0 -1.46
C 1.0644 -2.8151 2.8559 -0.2 0.0 -0.1 -0.64
Si 4.1203 -2.9478 -1.7944 0.0 0.1 -0.1 0.67
C 5.3876 -4.1456 -1.0743 0.0 0.0 0.1 -1.17
C 2.9411 -3.9613 -2.8536 -0.1 0.0 0.0 -1.25
C 5.1170 -1.8819 -3.0017 0.0 -0.1 0.0 -1.32
H 6.4752 -0.4262 2.0688 0.0 0.0 0.0 0.41
H 6.4334 -1.1530 0.4584 0.0 0.0 0.0 0.24
H 5.8150 -2.0605 1.8519 0.0 0.1 0.0 0.35
H 5.3933 1.8890 1.0315 0.0 0.0 0.0 0.44
H 3.8034 2.0921 0.2811 0.0 -0.1 0.0 0.17
H 5.1174 1.3415 -0.6322 0.0 0.0 0.0 0.21
H 3.6954 0.9661 3.2022 0.0 0.0 0.0 0.42
H 3.4021 -0.7688 3.4070 0.0 0.0 0.0 0.27
H 2.2337 0.2299 2.5366 0.1 0.0 0.0 -0.10
H 4.4563 -4.0417 1.3926 -0.1 0.0 0.0 0.25
H 3.4101 -4.6579 2.6723 0.0 0.0 0.0 0.44
H 4.0057 -3.0042 2.7564 0.0 -0.1 -0.1 0.31
H 2.4293 -5.5299 0.3121 0.0 0.0 0.0 0.27
H 0.9970 -4.8356 -0.5011 0.0 0.0 0.0 0.27
H 0.8624 -5.4631 1.1337 0.0 0.0 0.0 0.41
H 1.7853 -2.7170 3.6700 0.0 0.0 0.0 0.27
H 0.3874 -3.6439 3.0955 0.0 0.0 0.0 0.43
H 0.4636 -1.9079 2.7978 0.1 0.0 0.0 -0.33
H 4.9254 -4.9067 -0.4425 0.0 0.0 -0.1 0.30
H 6.1459 -3.6256 -0.4818 0.0 0.0 0.0 0.30
H 5.8924 -4.6549 -1.9025 0.0 0.0 0.0 0.44
H 2.4975 -4.7756 -2.2778 0.0 0.0 0.0 0.29
H 3.4764 -4.3976 -3.7036 0.0 0.0 0.0 0.41
H 2.1265 -3.3436 -3.2416 0.0 0.0 0.0 0.32
H 5.7345 -1.1300 -2.5033 -0.1 0.0 0.0 0.30
H 4.4681 -1.3802 -3.7214 0.1 0.0 0.1 0.40
H 5.7779 -2.5418 -3.5752 0.0 0.0 0.0 0.43
```
Positions in Å, forces in eV/Å.

The HOMO energy comes out at -2.9352 eV. The HOMO-LUMO gap comes out at 6.83 eV. As for the relative energy (zero: lowest compared OMol25 entry of this formula, charge and spin): 0.0 kcal/mol. The total charge is -2. Its spin multiplicity is 1.

=====

(2)
Molecular formula: C6H6F4N2O4S2Sm
Method: DFT, ωB97M-V with the def2-TZVPD basis set

Structure (XYZ):
```
25
Properties=species:S:1:pos:R:3:forces:R:3:mulliken_spin:R:1
O -2.1961 2.0165 -0.8190 0.3 -1.6 -0.1 0.00
S -1.4140 0.8602 -0.4314 0.7 2.9 1.8 0.00
O 0.0731 1.1155 -1.1855 -1.0 -0.8 -0.2 0.00
C 0.7999 2.0220 -0.2980 0.3 0.4 2.1 0.00
C 1.1706 1.2511 1.0216 0.0 -0.6 0.6 0.00
S 2.8656 1.7001 1.6800 -0.3 -1.1 0.4 0.00
C 3.0684 0.3340 2.8445 0.7 -0.4 -0.9 0.00
N 3.8835 -0.7333 2.7551 -2.0 2.9 -0.3 0.00
N 3.6187 -1.4814 3.8393 -2.5 1.0 2.2 0.00
C 2.6414 -0.8538 4.5374 2.3 -1.7 -1.1 0.00
O 2.2657 0.3279 3.9636 1.1 -1.7 -0.3 0.00
O -2.0812 -0.5685 -1.1003 0.0 0.5 -2.5 0.00
C -2.6859 -0.3832 -2.3389 -0.7 -1.0 -0.4 0.00
F -1.8569 0.2666 -3.2091 -0.7 -0.2 0.5 0.00
F -3.9055 0.1804 -2.2553 1.7 -0.1 -0.1 0.00
C -2.9486 -1.8482 -2.9190 -3.0 -0.4 2.0 0.00
F -4.2055 -1.9828 -3.3836 2.0 0.2 -0.3 0.00
F -2.0034 -2.2037 -3.9665 -1.5 0.7 -0.1 0.00
H 0.1451 2.8821 -0.0130 0.5 -0.5 -0.6 0.00
H 1.7236 2.4181 -0.7664 -0.8 -0.6 -0.3 0.00
H 1.1650 0.1465 0.8265 0.2 1.0 0.0 0.00
H 0.4569 1.4224 1.8677 0.4 0.0 -0.9 0.00
H 2.2449 -1.3200 5.4537 -0.1 1.0 -0.6 0.00
H -2.8416 -2.6292 -2.1237 0.3 0.6 -0.6 0.00
Sm 0.0164 -2.9394 -3.9797 1.9 -0.5 -0.2 4.00
```
Positions in Å, forces in eV/Å.

The HOMO energy (spin up / spin down) comes out at -13.6383 / -13.6383 eV. The HOMO-LUMO gap (spin up / spin down) comes out at 3.51 / 3.67 eV. The total charge is +2. Its spin multiplicity is 5.

=====

(3)
Molecular formula: C6H16NOP
Method: DFT, ωB97M-V with the def2-TZVPD basis set

Structure (XYZ):
```
25
Properties=species:S:1:pos:R:3:forces:R:3:mulliken_charge:R:1
C 3.1543 1.0926 -0.4937 -0.9 -0.4 -0.9 -1.24
C 1.6360 0.8751 -0.6510 -0.2 -1.3 2.2 0.18
C 0.6912 2.0204 -0.0512 5.3 0.8 -3.5 -1.10
P 1.2235 -1.0192 -0.1410 -1.5 2.5 0.9 0.18
N 1.9313 -1.0132 1.3986 -0.5 1.1 0.3 -0.65
O 2.4601 -1.8733 -0.7056 0.2 -2.7 -4.3 -0.52
H 3.3743 1.9185 0.1372 0.3 0.8 0.4 0.30
H 3.6072 0.2154 -0.0803 0.6 -0.4 0.3 0.35
H 3.6133 1.1906 -1.4801 0.1 0.4 0.2 0.28
H 1.4616 0.7784 -1.6675 -0.6 0.1 -2.1 0.40
H 1.3031 2.5260 0.6983 -0.3 0.4 -0.2 0.35
H -0.1307 1.7097 0.3732 -4.3 -1.9 2.2 0.14
H 0.4005 2.6804 -0.9177 0.4 -0.3 1.1 0.27
H 2.9112 -0.8421 1.1951 0.2 0.1 0.6 0.27
H 1.8686 -1.9557 1.7163 0.0 -0.7 0.6 0.32
H 2.1364 -2.4630 -1.4946 1.1 1.6 2.0 0.34
C -4.1208 -1.8839 0.9119 -1.0 0.2 0.0 -0.87
C -3.0532 -1.1184 0.8920 1.5 -0.7 1.3 0.20
C -2.8688 0.2995 0.4704 -4.2 -1.5 -0.6 -0.13
H -4.1425 -2.8224 1.4306 0.4 -0.4 0.0 0.25
H -5.0902 -1.5890 0.5585 -0.3 0.3 -0.4 0.28
H -2.2206 -1.5981 1.3956 0.4 0.2 -0.1 0.22
H -1.9207 0.6835 0.4712 2.2 0.7 0.0 -0.42
H -3.5829 0.8572 1.0778 0.5 0.5 0.2 0.31
H -3.3633 0.3197 -0.5047 0.5 0.6 -0.4 0.28
```
Positions in Å, forces in eV/Å.

The HOMO energy comes out at -8.5908 eV. The HOMO-LUMO gap comes out at 9.33 eV. The SMILES is CC(C)P(N)O.C=CC. As for the relative energy (zero: lowest compared OMol25 entry of this formula, charge and spin): 47.3 kcal/mol. The total charge is 0. Its spin multiplicity is 1.

=====

(4)
Molecular formula: C3H9NO2
Method: DFT, ωB97M-V with the def2-TZVPD basis set

Structure (XYZ):
```
15
Properties=species:S:1:pos:R:3:forces:R:3:mulliken_spin:R:1
C -0.5000 -0.7563 0.3705 -0.7 0.8 0.5 0.01
C -0.8424 0.7511 0.5084 1.3 -0.7 -0.6 0.09
C 0.2489 1.5185 -0.2806 -0.1 -0.9 -0.6 0.00
N 0.3072 1.4536 -1.5930 -0.4 0.0 0.5 0.03
O 1.0722 2.0524 0.4629 0.2 0.9 0.3 0.83
H -0.8849 -1.0943 -0.5907 0.4 -0.4 0.1 0.00
H -1.0497 -1.2513 1.1683 -0.2 -0.1 -0.1 0.01
H 0.5407 -0.9625 0.5532 0.4 -0.1 -0.3 0.01
H -1.7419 0.9254 -0.0671 -0.5 0.6 0.4 0.02
H -0.7918 1.1331 1.5199 -0.5 -0.1 0.1 0.00
H -0.2051 0.6976 -2.0194 -0.3 0.3 -0.3 0.00
H 0.7814 2.1313 -2.1687 0.5 -0.1 0.0 0.00
H -0.2438 -3.1227 1.1263 0.1 -0.4 -0.2 0.00
H -0.0350 -4.6161 0.9958 0.0 0.0 -0.2 0.00
O -0.1043 -3.8134 0.4626 -0.1 0.3 0.5 0.00
```
Positions in Å, forces in eV/Å.

The HOMO energy (spin up / spin down) comes out at -14.5448 / -14.5436 eV. The HOMO-LUMO gap (spin up / spin down) comes out at 10.27 / 5.53 eV. As for the relative energy (zero: lowest compared OMol25 entry of this formula, charge and spin): 15.4 kcal/mol. The total charge is +1. Its spin multiplicity is 2.

=====

Let's list F_max in order: 0.9; 3.6; 6.4; 1.6 eV Å⁻¹.